The following is a DFT calculation (the ωB97M-V functional and the def2-TZVPD basis) of a cluster of 9 separate species, C61H63FN5O4 in total in a non-equilibrium geometry.

gap between HOMO and LUMO: 0.2580 Ha
energy: -3036.38234 Ha
net charge: +1
spin multiplicity: 1
maximum force: 4.5 eV/A

Each line ends with the Löwdin charge.
Cartesian coordinates (Å):
C: 4.22996 -2.82751 0.03848  -0.06
C: 3.70511 -2.06993 -1.25027  -0.20
C: 4.60075 -2.04484 -2.45593  -0.01
C: 4.07414 -1.36340 -3.67637  -0.06
C: 2.73620 -0.73557 -3.69426  -0.05
C: 1.81704 -0.76046 -2.46453  -0.20
C: 0.36721 -0.12992 -2.50052  -0.04
N: -0.57148 -1.29141 -2.39427  -0.05
N: -0.38642 -2.24514 -3.32185  0.18
C: -1.34013 -3.21413 -2.97515  -0.28
N: -1.35542 -4.32781 -3.73157  0.17
C: -2.29887 -5.41355 -3.42029  -0.39
O: -3.25801 -5.61494 -4.09161  0.21
N: -2.01319 -6.22697 -2.22675  0.16
C: -0.58912 -6.31836 -1.97282  -0.46
O: -0.21140 -6.19400 -0.85003  0.17
F: 0.31787 -6.53304 -2.98879  0.10
N: -2.10003 -2.84851 -1.88949  0.22
C: -1.58802 -1.56963 -1.52508  -0.08
C: -2.06901 -0.64319 -0.36131  -0.08
O: -3.48901 -0.42647 -0.38822  -0.14
O: -3.98732 -1.20488 0.65077  -0.03
C: 2.35636 -1.44411 -1.26115  0.00
H: 4.86662 -2.14063 0.66253  0.09
H: 4.82275 -3.72391 -0.28624  0.08
H: 3.31342 -3.18578 0.59264  0.08
H: 5.61794 -2.51682 -2.43554  0.12
H: 4.74230 -1.38674 -4.57139  0.10
H: 2.42841 -0.28106 -4.67127  0.10
H: 0.28239 0.58939 -1.64566  0.14
H: 0.15274 0.36787 -3.48968  0.12
H: 0.26241 -2.31385 -4.10449  0.19
H: -0.67573 -4.37644 -4.49624  0.18
H: -2.37628 -5.67405 -1.43420  0.15
H: -1.58525 0.37762 -0.38660  0.14
H: -1.85621 -1.08441 0.65990  0.16
H: -4.91988 -1.42905 0.45340  0.13
H: 1.69203 -1.49001 -0.36409  0.11
C: -4.77086 -9.93506 1.52376  -0.08
C: -3.82170 -10.53146 0.70178  -0.09
C: -3.13853 -9.76891 -0.23823  -0.09
C: -3.39876 -8.40760 -0.34929  -0.10
C: -4.34560 -7.81203 0.47584  -0.10
C: -5.03427 -8.57601 1.40912  -0.09
H: -5.30662 -10.52958 2.25475  0.09
H: -3.61487 -11.59158 0.79342  0.10
H: -2.40298 -10.23506 -0.88391  0.10
H: -2.86409 -7.80929 -1.07883  0.06
H: -4.54805 -6.74915 0.39065  0.09
H: -5.77668 -8.11243 2.04904  0.09
C: 5.92469 3.22255 -1.85237  -0.08
C: 5.31185 4.46061 -1.70538  -0.08
C: 3.92696 4.55272 -1.68902  -0.09
C: 3.15301 3.40464 -1.80930  -0.10
C: 3.76281 2.16232 -1.95330  -0.09
C: 5.15126 2.07492 -1.97913  -0.09
H: 7.00628 3.15153 -1.86865  0.10
H: 5.91560 5.35559 -1.60416  0.08
H: 3.44914 5.51968 -1.58051  0.11
H: 2.07078 3.47857 -1.79019  0.10
H: 3.17180 1.26399 -2.05429  0.06
H: 5.63042 1.10950 -2.09740  0.09
C: -7.66240 -7.97815 5.73873  -0.10
C: -8.11307 -8.71515 4.64917  -0.11
C: -7.58434 -9.97504 4.39463  -0.11
C: -6.61092 -10.50233 5.23556  -0.10
C: -6.16339 -9.76744 6.32680  -0.09
C: -6.68570 -8.50391 6.57624  -0.09
H: -8.07237 -6.99383 5.93520  0.10
H: -8.87710 -8.30651 3.99687  0.09
H: -7.93117 -10.54669 3.54107  0.10
H: -6.20136 -11.48687 5.03991  0.10
H: -5.40564 -10.17979 6.98332  0.10
H: -6.33235 -7.92896 7.42425  0.10
C: 6.64911 9.41123 -1.40061  -0.10
C: 7.65499 10.04026 -0.67689  -0.10
C: 8.89939 9.43536 -0.54463  -0.09
C: 9.14102 8.20507 -1.14462  -0.09
C: 8.13627 7.57767 -1.87148  -0.10
C: 6.88913 8.17838 -1.99611  -0.11
H: 5.67762 9.88164 -1.50082  0.10
H: 7.46874 11.00304 -0.21460  0.10
H: 9.68156 9.92316 0.02533  0.10
H: 10.11293 7.73561 -1.04555  0.10
H: 8.32548 6.61843 -2.34100  0.10
H: 6.10358 7.68630 -2.55874  0.09
C: -7.25934 -4.17972 3.06452  -0.10
C: -7.80542 -2.90463 3.15374  -0.11
C: -9.18488 -2.73990 3.19526  -0.10
C: -10.01835 -3.85149 3.15735  -0.09
C: -9.47217 -5.12673 3.07195  -0.09
C: -8.09325 -5.29104 3.02119  -0.10
H: -6.18312 -4.30808 3.02899  0.10
H: -7.15489 -2.03755 3.19054  0.10
H: -9.61072 -1.74523 3.25833  0.10
H: -11.09389 -3.72350 3.19467  0.10
H: -10.12277 -5.99374 3.04417  0.10
H: -7.66769 -6.28538 2.94937  0.08
C: 3.06779 6.32050 1.82035  -0.10
C: 2.45666 7.55964 1.96671  -0.09
C: 1.06998 7.65326 1.98873  -0.09
C: 0.29429 6.50540 1.87352  -0.10
C: 0.90605 5.26543 1.73030  -0.11
C: 2.29253 5.17339 1.69970  -0.11
H: 4.14943 6.24832 1.80002  0.10
H: 3.06233 8.45380 2.06320  0.10
H: 0.59355 8.62070 2.09652  0.10
H: -0.78715 6.57784 1.89538  0.10
H: 0.30089 4.36959 1.64168  0.09
H: 2.76990 4.20696 1.58254  0.10
C: -1.42472 1.96671 -5.61308  -0.11
C: -0.56401 1.12880 -6.31288  -0.12
C: 0.04352 1.57246 -7.48112  -0.09
C: -0.20259 2.85879 -7.94479  -0.08
C: -1.06033 3.69814 -7.24337  -0.08
C: -1.67479 3.25120 -6.08006  -0.09
H: -1.90179 1.61863 -4.70262  0.09
H: -0.36660 0.12539 -5.94684  0.08
H: 0.70939 0.91647 -8.02993  0.10
H: 0.27437 3.20727 -8.85313  0.11
H: -1.25064 4.70194 -7.60479  0.11
H: -2.34759 3.90412 -5.53680  0.11
C: 5.22854 10.67425 4.90879  -0.10
C: 5.78983 9.88852 3.90925  -0.10
C: 5.81469 8.50546 4.04343  -0.11
C: 5.26918 7.90712 5.17322  -0.10
C: 4.70467 8.69263 6.17092  -0.10
C: 4.68796 10.07627 6.04112  -0.09
H: 5.21227 11.75318 4.80560  0.10
H: 6.20930 10.35468 3.02462  0.10
H: 6.25863 7.89316 3.26636  0.10
H: 5.28411 6.82801 5.27562  0.10
H: 4.27781 8.22580 7.05136  0.10
H: 4.25250 10.68886 6.82193  0.10

---

The following is a DFT calculation (the ωB97M-V functional and the def2-TZVPD basis) of a cluster of 16 separate species, C62H152N4O26 in total in a non-equilibrium geometry.

gap between HOMO and LUMO: 0.3094 Ha
energy: -4628.44372 Ha
spin multiplicity: 1
energy above the lowest of the compared OMol25 structures with the same formula, charge and spin: 0.000 eV
maximum force: 3.0 eV/A

Each line ends with the Löwdin charge.
Cartesian coordinates (Å):
C: 0.50073 8.60659 -3.34925  -0.03
C: 0.16722 7.84535 -2.03117  -0.51
C: -1.16902 8.24319 -1.42815  -0.16
C: -1.82714 7.38945 -0.40083  -0.17
C: -1.82795 5.92183 -0.88812  -0.12
C: -0.41941 5.46001 -1.29682  -0.50
N: 0.09390 6.38413 -2.34946  -0.05
O: 1.44413 5.95595 -2.70185  -0.05
C: 0.46142 5.30513 -0.06119  -0.03
C: -0.54476 4.08923 -1.93963  -0.03
C: 1.31994 8.14441 -1.10895  -0.05
H: -0.17954 8.26423 -4.14858  0.09
H: 1.54423 8.46558 -3.59618  0.07
H: 0.36047 9.68683 -3.25889  0.08
H: -1.08744 9.26144 -1.03979  0.13
H: -1.89741 8.22240 -2.22620  0.12
H: -2.86786 7.75175 -0.29853  0.13
H: -1.29745 7.47609 0.53350  0.10
H: -2.47769 5.83658 -1.77307  0.13
H: -2.15368 5.23093 -0.11925  0.10
H: 1.52483 5.52026 -0.18766  0.07
H: 0.20507 5.95343 0.79351  0.09
H: 0.44950 4.28951 0.31773  0.05
H: -1.25208 3.52174 -1.28538  0.08
H: -0.99686 4.13261 -2.94077  0.09
H: 0.39812 3.53860 -1.91169  0.07
H: 1.45951 9.20697 -1.03159  0.08
H: 2.25269 7.78670 -1.61056  0.09
H: 1.33141 7.66692 -0.12954  0.07
H: 1.18239 5.37622 -3.44387  0.11
C: 1.40529 0.58567 -5.52629  -0.01
C: -0.15181 0.34558 -5.49388  -0.47
C: -0.72686 0.58072 -6.86655  -0.14
C: -2.12489 0.06574 -7.09147  -0.18
C: -2.34059 -1.38097 -6.66637  -0.11
C: -1.63208 -1.72398 -5.30842  -0.44
N: -0.29162 -1.09046 -5.20998  -0.12
O: 0.26616 -1.40981 -4.00127  -0.06
C: -2.59665 -1.37291 -4.11022  -0.03
C: -1.39603 -3.25719 -5.15742  -0.03
C: -0.77456 1.30864 -4.40097  0.00
H: 1.61638 1.61139 -5.82136  0.08
H: 1.93018 -0.09406 -6.20158  0.07
H: 1.82321 0.47731 -4.54642  0.05
H: -0.61093 1.67642 -7.02634  0.14
H: -0.07762 -0.00470 -7.49707  0.12
H: -2.40205 0.13891 -8.14933  0.11
H: -2.87445 0.65939 -6.57423  0.10
H: -1.94997 -2.08903 -7.39847  0.12
H: -3.39034 -1.58174 -6.54217  0.11
H: -3.43823 -2.05365 -4.26356  0.08
H: -2.26396 -1.57609 -3.10615  0.05
H: -3.03809 -0.35498 -4.14601  0.08
H: -2.27374 -3.77884 -5.50342  0.07
H: -0.58769 -3.56982 -5.83429  0.08
H: -1.11263 -3.54248 -4.12503  0.09
H: -0.31453 2.28542 -4.55658  0.07
H: -0.74573 0.89518 -3.37601  0.08
H: -1.84617 1.42146 -4.61586  0.06
H: -0.20703 -1.13081 -3.19993  0.05
C: 7.54229 -1.25963 4.05807  -0.03
C: 6.37132 -1.66725 4.98393  -0.51
C: 5.79456 -0.32345 5.60260  -0.13
C: 4.92979 0.44610 4.64745  -0.17
C: 3.95089 -0.45840 3.89655  -0.13
C: 4.46521 -1.76442 3.33290  -0.49
N: 5.29031 -2.37429 4.36610  -0.08
O: 5.79062 -3.51660 3.69210  -0.04
C: 3.31661 -2.76085 3.07134  -0.02
C: 5.14285 -1.49959 1.94226  0.00
C: 6.97655 -2.52659 6.11158  -0.05
H: 7.69198 -2.02559 3.31698  0.07
H: 8.42569 -1.13143 4.72968  0.10
H: 7.37858 -0.33750 3.52939  0.06
H: 5.29600 -0.56983 6.57071  0.13
H: 6.63833 0.31064 5.90365  0.12
H: 5.54328 1.06771 4.04102  0.09
H: 4.29956 1.16744 5.23624  0.11
H: 3.37666 0.06971 3.17263  0.09
H: 3.15267 -0.78024 4.57510  0.11
H: 3.71863 -3.72312 2.72931  0.09
H: 2.78618 -2.83412 4.03899  0.09
H: 2.62757 -2.36283 2.31770  0.08
H: 5.88696 -0.72079 1.89654  0.07
H: 5.65128 -2.37503 1.56242  0.06
H: 4.34798 -1.14962 1.27917  0.08
H: 7.71808 -1.97822 6.64402  0.06
H: 7.62664 -3.41056 5.80073  0.11
H: 6.16884 -2.82350 6.79423  0.09
H: 5.84659 -4.19447 4.35311  0.09
C: -4.28390 2.50920 -2.14498  -0.03
C: -5.77867 2.34472 -1.89753  -0.56
C: -6.23475 1.15559 -2.73654  -0.12
C: -7.66798 0.65192 -2.39698  -0.14
C: -7.75691 0.37895 -0.88982  -0.15
C: -7.22604 1.48380 0.00914  -0.50
N: -5.89457 2.02659 -0.50628  -0.08
O: -5.57286 3.13070 0.28762  -0.04
C: -8.31332 2.52159 0.11514  -0.05
C: -6.97541 0.99354 1.46420  -0.02
C: -6.51186 3.61454 -2.29457  -0.02
H: -4.06367 2.59654 -3.21843  0.09
H: -3.69684 1.65920 -1.81283  0.07
H: -3.89691 3.37911 -1.61059  0.07
H: -6.09700 1.41106 -3.79584  0.12
H: -5.47314 0.38371 -2.49249  0.10
H: -7.98724 -0.26744 -2.86561  0.10
H: -8.40482 1.43433 -2.65644  0.11
H: -7.14121 -0.50012 -0.65598  0.12
H: -8.77195 0.15671 -0.53416  0.12
H: -9.15874 2.05305 0.58822  0.08
H: -8.04191 3.43569 0.64952  0.10
H: -8.68923 2.72150 -0.88590  0.06
H: -6.07705 0.38742 1.58792  0.06
H: -6.95408 1.87053 2.08847  0.07
H: -7.87277 0.36435 1.72087  0.10
H: -6.20988 4.46635 -1.69090  0.08
H: -7.62648 3.58087 -2.24563  0.08
H: -6.28300 3.75134 -3.35995  0.09
H: -4.87546 2.84346 0.90139  0.06
C: 3.43281 4.53398 2.53874  -0.04
C: 2.97042 3.10846 2.49784  -0.48
C: 2.19103 2.77700 3.79173  -0.04
O: 2.07407 2.92557 1.43117  -0.10
H: 4.16922 4.53924 3.32059  0.08
H: 2.55477 5.14751 2.76115  0.09
H: 3.90423 4.87931 1.61366  0.08
H: 3.78703 2.36390 2.32966  0.14
H: 2.75286 2.68693 4.73813  0.08
H: 1.67424 1.84460 3.57778  0.07
H: 1.48111 3.58581 3.96828  0.07
H: 2.44772 3.24975 0.58844  0.06
C: -2.87037 -1.77716 1.75511  -0.03
C: -3.31106 -2.19052 0.35017  -0.45
C: -3.86577 -0.99879 -0.41173  -0.03
O: -2.21734 -2.85716 -0.28935  -0.08
H: -3.77356 -1.50230 2.27035  0.08
H: -2.21488 -0.93285 1.61445  0.06
H: -2.28249 -2.48896 2.33956  0.07
H: -4.10649 -2.93985 0.50671  0.13
H: -4.56346 -0.55932 0.29187  0.06
H: -4.25328 -1.26223 -1.39708  0.08
H: -3.06786 -0.23976 -0.51715  0.08
H: -2.55019 -3.68333 -0.72108  0.07
C: -1.02503 -2.37019 6.79064  -0.27
C: 0.45835 -2.03694 6.79159  -0.18
O: 0.85569 -1.27417 5.62498  -0.12
O: -1.39596 -3.22101 7.82534  -0.05
H: -1.35468 -2.83487 5.87941  0.11
H: -1.63312 -1.45447 6.89946  0.13
H: 1.07882 -2.96585 6.77568  0.13
H: 0.80719 -1.45771 7.61242  0.11
H: 0.56010 -1.77333 4.83965  0.05
H: -1.46807 -4.11031 7.45274  0.09
C: 4.69731 -5.18763 -1.57803  -0.21
C: 4.97514 -5.23659 -0.07887  -0.26
O: 6.17330 -5.94200 0.07889  -0.06
O: 5.80109 -4.52031 -2.23667  -0.07
H: 3.83537 -4.54038 -1.69866  0.10
H: 4.56634 -6.22425 -1.97228  0.13
H: 4.14983 -5.66536 0.46135  0.10
H: 5.01320 -4.20398 0.30941  0.11
H: 6.35088 -6.17790 0.99888  0.10
H: 6.60836 -4.85240 -1.84766  0.06
C: 3.47885 2.97054 -2.23402  -0.19
C: 3.76270 1.57212 -1.73175  -0.26
O: 3.26836 0.72835 -2.73337  -0.08
O: 3.37981 3.90342 -1.11501  -0.08
H: 2.54542 2.97559 -2.87639  0.12
H: 4.27513 3.26462 -2.95137  0.13
H: 3.29971 1.37862 -0.74255  0.10
H: 4.85389 1.56137 -1.48675  0.13
H: 3.56037 -0.18514 -2.82183  0.05
H: 2.83091 4.63131 -1.35803  0.02
C: 1.82831 -7.93548 -1.53767  -0.28
C: 1.26067 -6.53118 -1.79429  -0.28
O: 1.64721 -5.67765 -0.81287  -0.06
O: 1.58261 -8.68301 -2.66281  -0.05
H: 1.28394 -8.40491 -0.71060  0.12
H: 2.89801 -7.87649 -1.26249  0.12
H: 0.16438 -6.61433 -1.88189  0.13
H: 1.60284 -6.24555 -2.76868  0.11
H: 1.00447 -5.15661 -0.32063  0.06
H: 2.20051 -9.41825 -2.66759  0.09
C: -0.50771 -4.95049 2.38985  -0.18
C: 0.33405 -4.07198 3.30924  -0.27
O: -0.04138 -2.75402 3.40940  -0.11
O: -0.30099 -4.58661 0.99648  -0.09
H: -1.58005 -4.88094 2.62452  0.12
H: -0.16330 -5.96549 2.57660  0.12
H: 1.36525 -4.04292 2.99202  0.08
H: 0.30556 -4.55042 4.30916  0.13
H: 0.10403 -2.24159 2.54024  0.10
H: -0.78218 -3.77015 0.75828  0.06
C: -3.80752 -5.81346 -0.05631  -0.20
C: -4.18288 -7.24230 -0.44148  -0.22
O: -3.05887 -7.80915 -1.14141  -0.07
O: -3.56236 -5.12116 -1.28432  -0.08
H: -2.92444 -5.83667 0.57848  0.11
H: -4.60813 -5.32151 0.44863  0.11
H: -5.03397 -7.33567 -1.09082  0.12
H: -4.42733 -7.76063 0.47004  0.11
H: -3.36055 -8.47040 -1.78849  0.10
H: -3.38488 -5.82626 -1.93854  0.10
C: -2.31984 2.38946 1.15302  -0.24
C: -1.12133 2.52829 2.05459  -0.17
O: -0.96511 1.23895 2.71631  -0.09
O: -3.49052 2.07575 1.85806  -0.07
H: -2.08801 1.61901 0.43290  0.09
H: -2.55228 3.30717 0.63082  0.10
H: -1.10939 3.38885 2.73239  0.14
H: -0.24646 2.73647 1.42920  0.08
H: -0.88613 1.36100 3.68566  0.07
H: -3.36860 1.49808 2.63146  0.11
C: -0.22714 3.46568 6.39512  -0.27
C: 0.30883 2.08447 6.47232  -0.29
O: -0.38494 1.28616 5.57750  -0.08
O: -1.58021 3.53392 6.80207  -0.03
H: 0.01083 3.86130 5.40674  0.10
H: 0.39976 4.03806 7.10312  0.14
H: 0.16827 1.84200 7.52864  0.13
H: 1.38545 2.09378 6.28287  0.11
H: 0.11608 0.42019 5.61306  0.08
H: -2.11061 3.00414 6.20504  0.08
C: 3.93674 -2.67018 -4.30668  -0.20
C: 3.43726 -2.60844 -5.72164  -0.27
O: 2.12239 -3.01577 -5.87977  -0.06
O: 3.22710 -1.79136 -3.43740  -0.08
H: 4.96315 -2.41703 -4.21837  0.11
H: 3.78215 -3.67555 -3.90468  0.11
H: 4.07333 -3.18062 -6.39445  0.12
H: 3.53756 -1.62564 -6.16868  0.11
H: 1.49035 -2.28595 -5.70989  0.05
H: 2.29840 -1.83258 -3.73270  0.07
C: 0.47576 0.13684 -0.76683  -0.17
C: 1.18217 -0.32823 0.49705  -0.22
O: 0.27530 -0.80997 1.46769  -0.08
O: -0.15832 -0.99190 -1.42329  -0.06
H: 1.25424 0.52844 -1.41190  0.10
H: -0.14619 1.03247 -0.59443  0.11
H: 1.76895 0.53868 0.87869  0.11
H: 1.97529 -0.99088 0.16930  0.12
H: 0.00152 -0.03672 1.99460  0.06
H: -0.74822 -1.42092 -0.80442  0.05